The following is a quantum chemistry calculation of C5H10O in the gas phase, from OMol25.

Structure (XYZ):
```
16
C5H10O, DFT ωB97M-V with the def2-TZVPD basis set
O -1.905 0.072 0.769
C -1.057 0.186 -0.368
C -0.201 -1.074 -0.556
C 0.954 -0.871 0.428
C 1.290 0.620 0.280
C -0.051 1.310 -0.063
H -2.552 -0.620 0.584
H -1.654 0.407 -1.264
H -0.776 -1.989 -0.371
H 0.168 -1.121 -1.590
H 1.818 -1.519 0.234
H 0.595 -1.072 1.443
H 1.763 1.033 1.179
H 1.997 0.754 -0.547
H -0.449 1.905 0.765
H 0.063 1.979 -0.921
```

Properties
- SMILES = OC1CCCC1
- HOMO level (Ha) = -0.3737
- spin multiplicity = 1
- maximum force (eV Å⁻¹) = 0.37
- energy relative to the best compared isomer or geometry (same formula, charge and spin) (eV) = 0.121
- total energy (eV) = -7394.6444